Here is a cluster of 2 separate species, C42H69Si4 in total from the OMol25 dataset. Energies are from ωB97M-V/def2-TZVPD.

Geometry as XYZ:
```
115
Properties=species:S:1:pos:R:3:forces:R:3
C 14.351828 -6.559503 10.326917 -0.024 -0.125 0.019
C 13.171459 -7.141409 9.560804 -0.117 0.077 -0.192
C 12.740311 -6.286032 8.365492 -0.005 0.145 0.143
C 11.560410 -6.882408 7.565171 -0.221 0.113 -0.014
Si 11.865797 -7.451533 5.780084 0.303 -0.080 0.205
C 10.735347 -6.513916 4.609037 0.012 0.191 -0.118
C 13.644598 -7.092328 5.321613 0.044 0.141 -0.175
C 11.572907 -9.283567 5.538277 -0.035 0.075 -0.167
Si 9.807414 -9.873008 5.760083 -0.074 -0.126 0.056
H 8.865470 -9.211647 4.735666 0.476 -0.339 0.493
C 9.848169 -11.743934 5.606256 -0.221 -0.139 0.048
Si 10.183712 -12.342482 3.859286 0.067 0.005 0.096
C 9.805224 -14.163819 3.701121 -0.073 -0.217 -0.056
C 9.072693 -11.435800 2.649192 -0.137 0.002 -0.188
C 11.989251 -12.010457 3.429408 -0.193 0.073 0.008
C 12.801095 -13.238397 3.027102 0.339 0.121 -0.073
C 14.264153 -12.844164 2.804746 -0.347 -0.204 0.027
C 15.141833 -14.032382 2.465176 0.200 0.137 -0.022
C 9.199599 -9.464587 7.477953 0.107 0.226 0.201
Si 7.452675 -9.969325 7.934551 0.033 -0.059 0.056
C 7.431330 -11.191111 9.359829 0.048 -0.018 0.121
C 6.575354 -8.413992 8.517003 -0.087 0.001 0.106
C 6.501462 -10.748339 6.493613 0.133 0.022 -0.103
C 5.344766 -9.894135 5.946756 -0.191 -0.117 -0.093
C 4.059513 -10.714789 5.862890 0.066 0.138 -0.084
C 2.862263 -9.929162 5.348829 -0.129 -0.141 0.070
H 14.579831 -7.198958 11.182891 0.101 0.125 -0.016
H 15.245497 -6.497296 9.699071 -0.073 0.023 0.055
H 14.123295 -5.557770 10.701579 0.040 -0.061 -0.038
H 13.417378 -8.154131 9.218223 -0.046 0.044 0.021
H 12.317585 -7.231851 10.243692 0.043 -0.100 -0.101
H 12.417911 -5.309783 8.757307 0.249 -0.132 -0.087
H 13.608380 -6.095607 7.720266 -0.127 -0.008 0.169
H 11.103035 -7.708150 8.131894 0.174 0.313 -0.099
H 10.795439 -6.093276 7.484780 -0.055 -0.313 0.046
H 10.980333 -6.763015 3.565792 -0.095 0.070 0.213
H 9.670205 -6.728505 4.769171 0.204 0.025 0.016
H 10.895281 -5.435601 4.748886 -0.090 -0.167 -0.105
H 13.843560 -7.423413 4.292173 0.015 0.097 0.228
H 13.836346 -6.011570 5.381689 0.108 -0.243 -0.048
H 14.343955 -7.611241 5.991828 -0.132 0.137 -0.156
H 11.943676 -9.538645 4.529782 -0.187 0.121 0.280
H 12.202282 -9.847585 6.247732 -0.163 0.095 -0.113
H 10.667836 -12.090109 6.262677 -0.203 0.109 -0.179
H 8.922380 -12.203305 5.993325 0.251 0.140 -0.138
H 10.010090 -14.504009 2.675089 -0.062 -0.006 0.270
H 10.408029 -14.768363 4.392962 -0.166 0.103 -0.177
H 8.742904 -14.347967 3.916080 0.233 -0.020 -0.039
H 9.315268 -11.772244 1.630768 -0.121 0.082 0.160
H 8.019561 -11.681614 2.849306 0.163 0.102 -0.089
H 9.186185 -10.344862 2.685683 0.005 -0.227 -0.007
H 12.013896 -11.284392 2.601502 0.070 -0.038 0.167
H 12.479326 -11.523669 4.285646 -0.088 -0.162 -0.214
H 12.749624 -14.021611 3.798362 -0.017 0.157 -0.126
H 12.405697 -13.681812 2.101255 0.027 0.032 0.184
H 14.299475 -12.101392 1.999966 0.065 -0.005 0.069
H 14.631352 -12.352260 3.712767 0.012 -0.001 -0.086
H 16.168198 -13.694554 2.312750 0.043 -0.199 -0.039
H 15.134402 -14.763635 3.276573 0.031 -0.012 -0.061
H 14.799143 -14.525019 1.552734 0.044 -0.023 0.029
H 9.890610 -9.964383 8.179303 -0.080 0.186 -0.153
H 9.279359 -8.380989 7.667083 -0.029 -0.329 -0.049
H 6.394723 -11.478220 9.591271 0.238 0.043 -0.037
H 7.994071 -12.108786 9.137075 -0.119 0.202 0.038
H 7.861802 -10.735469 10.263595 -0.071 -0.157 -0.190
H 5.533360 -8.637030 8.781744 0.148 0.159 -0.008
H 7.081562 -8.029959 9.414047 -0.121 -0.042 -0.200
H 6.583826 -7.626999 7.750813 -0.027 -0.099 0.160
H 7.159310 -11.006802 5.651271 -0.079 -0.017 0.331
H 6.118658 -11.705496 6.885924 0.006 0.210 -0.188
H 5.162847 -8.997849 6.556057 -0.030 -0.194 -0.112
H 5.608523 -9.526008 4.944079 -0.082 -0.020 0.123
H 4.242243 -11.580385 5.213782 -0.052 0.057 0.102
H 3.832775 -11.114050 6.861307 0.027 0.044 -0.161
H 1.990217 -10.588626 5.311128 -0.040 0.212 -0.089
H 2.628222 -9.090850 6.014364 0.025 -0.060 -0.046
H 3.037274 -9.526621 4.344228 0.008 -0.061 0.066
C -1.361842 -6.857045 3.340597 0.700 -0.008 -0.120
C -0.947022 -6.346981 2.100400 0.132 -0.059 -0.006
C 0.409541 -6.291931 1.770956 -0.082 -0.072 0.055
C 1.396587 -6.606828 2.727914 -0.336 0.155 -0.013
C 2.831141 -6.575695 2.400085 0.237 0.128 0.202
C 3.290749 -6.974483 1.131009 -0.127 0.019 -0.235
C 4.604868 -6.912903 0.670036 -0.503 0.325 -0.300
C 5.009530 -7.270774 -0.663615 -0.158 -0.180 -0.874
C 6.354538 -7.115370 -1.098131 -0.252 -0.034 0.609
C 6.749765 -7.508967 -2.368776 -0.099 -0.036 -0.093
C 5.816668 -8.050859 -3.268579 0.038 0.337 0.548
C 4.474548 -8.144607 -2.885829 -0.179 0.106 0.305
C 4.068457 -7.753406 -1.611714 0.379 -0.165 -0.078
C 3.766419 -6.112597 3.419078 0.290 0.296 0.541
C 5.010821 -6.731161 3.631313 0.273 -0.145 0.070
C 5.882171 -6.275000 4.622417 -0.062 0.107 -0.149
C 5.585414 -5.098553 5.324018 -0.258 -0.182 -0.210
C 4.378470 -4.427305 5.073071 0.058 -0.199 0.011
C 3.451742 -4.964511 4.184885 0.034 -0.096 -0.134
C 0.961153 -6.982857 4.019229 0.371 -0.188 0.144
C -0.385295 -7.211462 4.285691 -0.263 0.216 -0.140
H -2.424310 -6.971087 3.567575 0.388 0.043 -0.089
H -1.691028 -6.001637 1.381913 0.232 -0.190 0.145
H 0.730471 -5.954827 0.783615 -0.243 -0.036 0.242
H 2.504065 -7.307958 0.447116 0.435 -0.013 0.283
H 5.403168 -6.528311 1.303880 -0.309 0.035 -0.113
H 7.071135 -6.685558 -0.386094 -0.180 -0.247 -0.400
H 7.790235 -7.394305 -2.667809 -0.252 -0.033 0.074
H 6.132533 -8.368333 -4.262734 -0.096 0.085 0.298
H 3.731099 -8.523044 -3.582268 0.163 0.049 0.094
H 3.018701 -7.832360 -1.330659 0.320 -0.079 -0.243
H 5.300994 -7.576534 2.997107 -0.228 0.083 0.688
H 6.801602 -6.835225 4.827166 -0.340 0.301 -0.115
H 6.288268 -4.708781 6.064185 -0.249 -0.135 -0.256
H 4.152260 -3.487458 5.579969 0.065 -0.355 -0.087
H 2.495133 -4.467490 4.016730 0.275 -0.094 0.080
H 1.700617 -7.138466 4.812676 -0.275 -0.161 -0.409
H -0.685582 -7.654099 5.238786 0.147 0.328 -0.264
```
Forces are in eV/Å.

The net charge is +1. Its HOMO energy is -11.1 eV. The LUMO energy comes out at -5.40 eV.

Here is a cluster of 2 separate species, CH2ClFP2 in total from the OMol25 dataset. Energies are from ωB97M-V/def2-TZVPD.

Geometry as XYZ:
```
7
Properties=species:S:1:pos:R:3:forces:R:3
C -0.424832 -0.229910 0.415442 -1.213 0.214 -1.947
F 1.994546 -0.910506 0.565737 -0.206 0.092 -0.888
P 0.218063 1.469486 0.154465 -0.475 -0.039 -3.069
P 0.984549 -0.478970 -0.680123 0.825 0.371 1.157
Cl -2.025500 -0.792438 -0.016475 -1.023 0.123 -0.853
H -0.367797 -0.750079 1.305862 1.326 -0.124 2.259
H -0.379032 1.692416 -1.744905 0.766 -0.636 3.342
```
Forces are in eV/Å.

The net charge is 0. Its HOMO energy is -9.9 eV. The LUMO energy comes out at -0.65 eV.

Here is a structure of composition C12H29LiN2O5 from the OMol25 dataset. Energies are from ωB97M-V/def2-TZVPD.

Geometry as XYZ:
```
49
Properties=species:S:1:pos:R:3:forces:R:3
Li 17.309470 19.466730 -11.443610 4.800 -6.297 3.917
C 15.662510 22.010610 -12.322690 4.772 3.566 -2.356
C 16.359230 20.711790 -11.917380 -5.750 5.562 -0.690
O 17.074820 20.166300 -12.721840 -1.071 -0.202 -3.170
O 16.149710 20.260990 -10.809700 -1.904 0.234 4.298
H 14.910120 22.377890 -11.624760 3.976 5.696 -1.955
H 15.227090 22.020290 -13.321900 -0.478 -0.253 1.090
H 16.465000 22.722660 -12.515230 -0.585 0.175 0.338
C 16.690550 21.876710 -15.142550 0.219 0.548 0.960
C 18.172880 21.745100 -14.581720 -0.807 -1.000 -0.077
C 18.391190 22.497510 -13.244000 -0.514 1.731 -0.918
O 17.788330 23.820950 -13.350540 1.603 1.529 -1.237
C 18.681800 24.812520 -14.049750 -1.272 -0.580 1.143
N 18.541920 20.313460 -14.412350 1.609 0.984 -2.353
H 15.961850 21.550010 -14.400680 0.675 -0.359 -0.934
H 16.423940 21.331020 -16.047670 0.795 -0.135 -0.176
H 16.458680 22.929380 -15.304490 0.009 0.097 -0.161
H 18.775170 22.176620 -15.381170 0.437 0.027 0.232
H 19.401550 22.734850 -12.910920 0.385 -0.973 -0.327
H 17.797160 22.029640 -12.458940 1.672 0.369 -0.414
H 19.468860 25.174740 -13.388370 0.291 -0.568 0.168
H 18.110500 25.722400 -14.233720 -0.480 -0.343 -0.116
H 19.092600 24.464960 -14.997660 -0.091 -0.325 0.144
H 18.265160 19.951510 -15.313730 0.450 -0.666 -0.241
H 17.906500 19.923900 -13.730740 1.219 0.047 -1.820
C 6.058070 21.763590 -5.925590 1.760 0.492 -0.967
O 6.837270 21.890730 -7.164710 -0.855 0.619 1.999
C 8.148560 21.315830 -7.109650 -0.776 1.019 -2.023
C 9.208740 22.247050 -7.843240 0.099 -0.450 1.697
N 10.355530 21.448420 -8.173750 -0.057 -1.483 -1.849
C 11.405000 22.228510 -8.805010 0.440 0.060 1.450
C 12.458140 21.329600 -9.492100 1.375 2.284 0.487
O 12.585730 21.812210 -10.834010 0.434 -1.183 -1.066
C 13.695660 21.188510 -11.600840 -5.521 -2.939 2.047
H 6.725310 21.981820 -5.091760 -0.060 1.063 0.163
H 5.780070 20.763780 -5.592140 -0.663 -0.444 -1.068
H 5.255950 22.479700 -6.104160 -0.129 -0.384 0.670
H 7.854510 20.461150 -7.718880 1.698 -0.871 0.112
H 8.481140 21.080620 -6.098620 0.006 -0.097 -0.081
H 9.663730 22.949960 -7.145380 -0.747 0.499 0.418
H 8.898660 22.823500 -8.714830 -0.875 -0.075 0.018
H 10.078760 20.968210 -9.018080 -0.582 -1.276 0.175
H 11.823940 22.780580 -7.963690 0.651 0.257 -0.178
H 10.975670 22.992860 -9.452720 0.219 -0.078 -0.669
H 12.451750 20.270490 -9.234540 -1.176 -0.489 -0.994
H 13.404950 21.549400 -8.998810 0.408 0.397 0.158
H 14.674310 21.623500 -11.398020 -4.835 -6.015 3.626
H 13.592760 21.314570 -12.678620 -0.975 0.567 0.249
H 13.592300 20.111480 -11.468810 0.199 -0.335 0.282
```
Forces are in eV/Å.

The net charge is 0. Its HOMO energy is -8.6 eV. The LUMO energy comes out at -0.24 eV.